18
Properties=species:S:1:pos:R:3 method="wB97M-V/def2-TZVPD" multiplicity=7 charge=+2 homo_lumo_gap_ev="7.141 / 6.185"
C 2.31 -0.68 0.05
C 1.22 0.16 0.74
C 0.54 1.03 -0.31
I 0.36 3.08 0.34
B -0.93 0.55 -0.89
P -2.19 -0.01 0.45
O -3.62 0.27 0.25
H 2.74 -1.35 0.78
H 1.87 -1.25 -0.75
H 3.07 -0.03 -0.35
H 0.52 -0.51 1.22
H 1.70 0.72 1.53
H 1.18 1.12 -1.16
H -0.71 -0.41 -1.63
H -1.46 1.42 -1.52
H -1.73 0.21 1.77
H -2.13 -1.49 0.38
Tb -2.74 -2.82 -0.88

***

13
Properties=species:S:1:pos:R:3 method="wB97M-V/def2-TZVPD" multiplicity=1 charge=0 relative_energy_kj_mol=780.6 homo_lumo_gap_ev="10.189 / 7.340"
C 0.62 -0.10 -0.45
C -1.39 0.08 0.93
C -0.82 0.07 -0.51
N 1.78 0.49 -0.98
N 1.55 0.37 0.43
H 1.18 -2.50 -0.63
H -2.39 0.31 0.86
H -0.88 0.83 1.46
H -1.23 -0.94 1.26
H -1.13 0.89 -0.98
H -1.17 -0.76 -1.18
H 2.57 -0.09 -1.16
H 1.31 1.35 0.96